Entry 1:
Formula: C4H16O3
Source: OMol25
Level of theory: ωB97M-V/def2-TZVPD

Properties
- gap between HOMO and LUMO (spin up / spin down) (eV) = 2.58 / 11.16
- electronic energy (a.u.) = -387.66120
- LUMO level (spin up / spin down) (eV) = 3.42 / 3.38

Geometry as ORCA input:
```
! wB97M-V def2-TZVPD RIJCOSX def2/J DEFGRID3
* xyz -1 2
C 0.60 1.28 -0.63
C 0.28 -0.10 -0.08
C 1.52 -0.80 0.56
C -0.96 -0.12 0.85
H -0.08 1.45 -1.48
H 0.54 2.14 0.00
H 1.58 1.26 -1.10
H 0.04 -0.80 -0.88
H 2.26 -0.08 0.93
H 2.08 -1.41 -0.15
H 1.25 -1.35 1.45
H -1.26 0.91 1.06
H -1.77 -0.68 0.40
H -0.83 -0.58 1.83
H 2.10 1.74 1.54
H 2.42 2.47 2.79
O 2.74 2.37 1.89
H -3.02 0.67 -2.55
H -2.15 0.21 -1.41
O -2.94 -0.05 -1.92
H -0.80 -2.93 -0.60
H -1.94 -2.42 -1.52
O -1.63 -3.17 -1.00
*
```

Entry 2:
Formula: C2H8IN2S
Source: OMol25
Level of theory: ωB97M-V/def2-TZVPD

Properties
- gap between HOMO and LUMO (eV) = 8.55
- SMILES string = CS[C@@H]([NH3+])NI
- electronic energy (a.u.) = -886.06562
- LUMO level (eV) = -4.21

Geometry as ORCA input:
```
! wB97M-V def2-TZVPD RIJCOSX def2/J DEFGRID3
* xyz 1 1
C -1.80 1.36 0.38
S -0.93 0.48 -0.88
C 0.46 -0.06 0.07
N 0.39 -1.62 0.04
N 1.63 0.40 -0.60
I 3.61 0.50 0.08
H -1.39 2.27 0.43
H -2.10 0.65 1.18
H -2.82 1.51 -0.07
H 0.50 0.31 1.16
H 0.99 -2.17 -0.67
H -0.56 -1.66 -0.40
H 0.49 -2.17 0.91
H 1.53 0.19 -1.61
*
```

Entry 3:
Formula: C40H58N10
Source: OMol25
Level of theory: ωB97M-V/def2-TZVPD

Properties
- gap between HOMO and LUMO (spin up / spin down) (eV) = 6.26 / 2.27
- electronic energy (a.u.) = -2106.07457
- LUMO level (spin up / spin down) (eV) = -3.43 / -7.42

Geometry as ORCA input:
```
! wB97M-V def2-TZVPD RIJCOSX def2/J DEFGRID3
* xyz 1 2
C -0.93 -0.92 -0.55
C -0.05 0.23 0.02
C 0.33 -0.22 1.49
C 1.22 -1.39 1.49
N 1.93 -2.30 1.45
H -1.88 -0.94 -0.02
H -0.45 -1.88 -0.35
H -1.27 -0.77 -1.58
H -0.57 1.18 0.08
H 0.76 0.54 -0.64
H -0.57 -0.39 2.08
H 0.82 0.64 1.96
C -1.96 3.19 -4.84
C -1.24 3.24 -3.45
C 0.07 2.49 -3.35
C -0.14 1.03 -3.50
N -0.31 -0.10 -3.56
H -3.03 3.31 -4.72
H -1.93 2.18 -5.25
H -1.65 3.97 -5.53
H -1.85 2.80 -2.67
H -1.14 4.30 -3.20
H 0.60 2.73 -2.42
H 0.88 2.85 -4.00
C -4.19 -1.48 -4.52
C -4.56 -0.39 -3.45
C -5.89 -0.66 -2.80
C -7.11 -0.92 -3.68
N -8.10 -1.12 -4.30
H -4.32 -2.48 -4.09
H -3.13 -1.36 -4.74
H -4.75 -1.37 -5.45
H -4.52 0.61 -3.88
H -3.88 -0.39 -2.61
H -6.24 0.13 -2.14
H -5.83 -1.63 -2.31
C 0.81 0.53 7.69
C 1.22 -0.89 7.13
C 0.06 -1.63 6.48
C -0.56 -0.66 5.51
N -1.05 0.07 4.82
H 1.73 1.02 8.02
H 0.14 0.39 8.53
H 0.37 1.16 6.91
H 1.73 -1.40 7.95
H 1.87 -0.68 6.27
H -0.71 -1.73 7.25
H 0.40 -2.60 6.12
N -0.26 5.93 -1.57
C -1.58 5.83 -1.32
C -1.71 5.04 -0.15
C -0.46 4.61 0.17
C 0.47 5.07 -0.74
H 0.08 6.47 -2.35
H -2.28 6.39 -1.92
H -2.58 5.07 0.49
H -0.26 3.95 1.00
H 1.53 4.94 -0.87
N 3.13 -2.21 -1.67
C 4.43 -1.81 -1.94
C 4.59 -1.81 -3.32
C 3.46 -2.37 -3.90
C 2.54 -2.42 -2.89
H 2.66 -2.27 -0.78
H 5.01 -1.43 -1.11
H 5.46 -1.47 -3.86
H 3.35 -2.54 -4.96
H 1.50 -2.71 -2.97
N -4.78 1.77 -0.39
C -3.45 1.95 0.02
C -3.29 1.22 1.17
C -4.50 0.63 1.40
C -5.43 1.04 0.51
H -5.05 2.16 -1.28
H -2.85 2.45 -0.72
H -2.43 1.01 1.79
H -4.67 0.01 2.27
H -6.46 0.80 0.31
N 3.53 2.90 -0.59
C 3.12 3.03 0.68
C 3.12 1.74 1.31
C 3.64 0.87 0.39
C 3.85 1.58 -0.77
H 3.60 3.59 -1.32
H 3.03 4.04 1.07
H 2.99 1.47 2.34
H 3.73 -0.20 0.51
H 4.23 1.27 -1.73
N 4.70 -2.01 3.37
C 4.66 -1.31 4.55
C 5.84 -0.61 4.62
C 6.50 -0.86 3.38
C 5.75 -1.74 2.62
H 3.94 -2.56 3.00
H 3.84 -1.37 5.25
H 6.34 0.09 5.27
H 7.40 -0.43 2.98
H 5.89 -2.15 1.63
N -0.93 -7.26 -0.72
C -1.72 -6.27 -1.18
C -1.11 -5.02 -0.95
C 0.05 -5.25 -0.22
C 0.21 -6.64 -0.20
H -1.14 -8.25 -0.76
H -2.70 -6.46 -1.58
H -1.48 -4.07 -1.31
H 0.77 -4.50 0.09
H 1.03 -7.21 0.22
*
```

Entry 4:
Formula: C6H17N2
Source: OMol25
Level of theory: ωB97M-V/def2-TZVPD

Properties
- gap between HOMO and LUMO (spin up / spin down) (eV) = 7.02 / 5.31
- electronic energy (a.u.) = -347.50869
- LUMO level (spin up / spin down) (eV) = -10.42 / -11.91

Geometry as ORCA input:
```
! wB97M-V def2-TZVPD RIJCOSX def2/J DEFGRID3
* xyz 2 2
C 1.93 0.11 1.75
C 1.72 -0.87 0.59
C 0.87 -0.45 -0.49
C -0.38 0.31 -0.34
C -1.49 -0.67 0.17
N -2.70 0.00 0.51
C -3.48 0.76 -0.43
N 3.21 0.61 -1.54
H 2.30 1.06 1.38
H 1.08 0.22 2.40
H 2.74 -0.29 2.36
H 2.71 -1.07 0.13
H 0.91 -1.13 -1.35
H 1.45 -1.89 0.91
H -0.36 1.13 0.37
H -0.70 0.73 -1.30
H -1.19 -1.34 0.97
H -1.64 -1.40 -0.61
H -3.30 -0.62 1.08
H -2.90 1.65 -0.71
H -3.67 0.19 -1.35
H -4.39 1.11 0.05
H 3.68 1.40 -1.94
H 3.14 -0.13 -2.22
H 2.50 0.68 -0.83
*
```

Entry 5:
Formula: C2H6N2O
Source: OMol25
Level of theory: ωB97M-V/def2-TZVPD

Properties
- gap between HOMO and LUMO (spin up / spin down) (eV) = 12.63 / 6.96
- electronic energy (a.u.) = -264.22804
- LUMO level (spin up / spin down) (eV) = -3.83 / -9.29

Geometry as ORCA input:
```
! wB97M-V def2-TZVPD RIJCOSX def2/J DEFGRID3
* xyz 1 2
C 1.01 1.53 0.70
N 0.41 0.73 -0.39
C -0.27 -0.39 -0.14
N -0.46 -1.32 -1.10
O -0.82 -0.62 0.98
H 2.07 1.31 0.78
H 0.91 2.57 0.42
H 0.50 1.31 1.63
H 1.04 0.57 -1.17
H -0.55 -0.88 -2.01
H -1.28 -1.88 -0.91
*
```

Entry 6:
Formula: C14H16N2O3S
Source: OMol25
Level of theory: ωB97M-V/def2-TZVPD

Properties
- gap between HOMO and LUMO (eV) = 7.99
- SMILES string = CCOC(=O)c1nc2sc3c(c2c(=O)[nH]1)CC[C@H](C)C3
- electronic energy (a.u.) = -1276.57599
- LUMO level (eV) = -0.26

Geometry as ORCA input:
```
! wB97M-V def2-TZVPD RIJCOSX def2/J DEFGRID3
* xyz 0 1
C -2.05 -5.39 -3.32
C -1.87 -5.42 -1.81
O -1.32 -4.19 -1.33
C -2.15 -3.19 -1.12
O -3.35 -3.23 -1.27
C -1.47 -1.96 -0.64
N -0.18 -1.91 -0.49
C 0.31 -0.74 -0.05
S 2.00 -0.48 0.20
C 1.69 1.15 0.71
C 0.36 1.47 0.69
C -0.44 0.39 0.25
C -1.88 0.34 0.08
O -2.68 1.23 0.28
N -2.30 -0.91 -0.38
C -0.14 2.82 1.10
C 1.00 3.83 1.12
C 2.21 3.28 1.88
C 3.28 4.35 2.07
C 2.78 2.08 1.11
H -2.77 -4.63 -3.60
H -1.10 -5.16 -3.80
H -2.40 -6.36 -3.66
H -2.84 -5.59 -1.32
H -1.16 -6.18 -1.51
H -3.29 -1.06 -0.53
H -0.94 3.13 0.42
H -0.59 2.73 2.09
H 0.66 4.76 1.59
H 1.30 4.07 0.10
H 1.87 2.93 2.86
H 2.89 5.17 2.66
H 4.14 3.93 2.59
H 3.61 4.74 1.11
H 3.52 1.55 1.72
H 3.30 2.44 0.21
*
```